# 1
A gas-phase ion, C5H8 (charge -1), computed with wB97M-V/def2-TZVPD.

```
13
Properties=species:S:1:pos:R:3:forces:R:3:mulliken_spin:R:1
C -0.8907 1.3942 0.7422 -0.1104 0.3082 -0.3107 -0.044
C -0.3674 0.0657 0.2820 0.5725 0.1799 -0.1900 0.054
C -1.2249 -0.9924 0.0869 -0.1637 -0.3425 -0.0564 0.374
C 1.6617 -0.6537 -1.0557 -0.2131 -0.0870 0.0535 0.448
C 0.9977 0.0951 -0.0850 0.4127 0.1413 -0.4520 0.060
H -0.1958 1.8665 1.4410 -0.1873 -0.0766 0.3617 -0.002
H -0.9510 2.1183 -0.0846 -0.0733 -0.1649 -0.1013 0.027
H -1.9013 1.2975 1.1335 -0.0620 0.1133 0.4371 0.008
H -2.2864 -0.9199 0.2863 -0.0781 0.0934 0.0760 -0.005
H -0.8374 -1.9803 -0.1318 0.0167 0.0107 -0.1471 0.031
H 1.1068 -1.2514 -1.7697 -0.0637 -0.1906 0.0619 0.025
H 2.6646 -0.3717 -1.3506 0.1263 -0.0668 0.0823 0.014
H 1.6018 0.9083 0.3259 -0.1765 0.0816 0.1850 0.011
```
Forces are in eV/Å.

gap between HOMO and LUMO (spin up / spin down)	4.25 / 7.05	eV
LUMO (spin up / spin down)	4.59 / 4.53	eV
charge	-1
2S+1	2
⟨S²⟩	0.7654

=====

# 2
A single C5H8 molecule, computed with wB97M-V/def2-TZVPD.

```
13
Properties=species:S:1:pos:R:3:forces:R:3:mulliken_charge:R:1
C 1.1457 0.6297 -1.7159 -0.5868 -0.9288 0.3379 -0.761
C 0.5550 -0.4838 -1.2753 -0.1381 0.5162 -0.7527 -0.129
C 0.1098 -0.7349 0.1449 1.6677 -0.2864 -0.8662 -0.571
C -0.9727 0.1451 0.6671 -0.2759 -0.2211 1.4189 -0.037
C -1.0181 0.4379 1.9673 0.1182 0.2074 -0.3209 -0.789
H 1.2798 0.6936 -2.7862 0.4590 0.4123 0.0646 0.251
H 1.4250 1.4171 -1.0296 -0.0075 0.2821 -0.2059 0.291
H 0.3803 -1.2316 -2.0463 -0.2898 -0.1327 0.2586 0.288
H -0.1008 -1.7976 0.2699 -0.5648 0.0209 -0.0878 0.350
H 1.0604 -0.6518 0.6931 -0.4541 0.3936 0.5499 0.288
H -1.8234 0.4427 0.0664 0.1103 -0.2842 -0.3819 0.310
H -1.8814 0.8799 2.4442 0.0113 0.2897 -0.1361 0.255
H -0.1595 0.2535 2.6002 -0.0497 -0.2691 0.1213 0.253
```
Forces are in eV/Å.

gap between HOMO and LUMO	10.69	eV
LUMO	1.28	eV
structure (SMILES)	C=CCC=C

=====

# 3
A molecular structure, C5H8, computed with wB97M-V/def2-TZVPD.

```
13
Properties=species:S:1:pos:R:3:forces:R:3:mulliken_charge:R:1
C -0.7935 0.9597 0.7328 -6.3126 0.8562 0.2700 -0.839
C 0.6217 -1.3281 0.6708 1.9046 -2.3065 1.1662 -0.978
C 1.0129 -0.8736 -0.5270 0.9004 -2.2691 2.0404 -0.069
C 0.3611 0.0935 -1.2233 -1.3183 0.8037 -3.1925 -0.337
C -0.4902 0.9411 -0.6501 2.8662 1.5272 -0.8079 -0.180
H -0.9796 1.8829 1.2784 0.2967 0.6300 -0.7416 0.277
H -0.7346 0.2383 1.5012 0.5078 -1.2060 -0.1868 0.331
H 1.4345 -1.7740 1.2538 -0.1011 -0.4200 -0.2709 0.211
H -0.2918 -1.6816 1.1054 -0.8611 1.0769 -0.2154 0.393
H 1.9563 -1.3019 -0.8515 0.3276 0.7902 -0.1500 0.324
H 0.5857 0.2052 -2.2723 0.0519 0.2728 -0.2126 0.351
H -0.6015 1.8964 -1.1489 -0.7877 -0.1403 -0.2193 0.321
H -2.0808 0.7420 0.1306 2.5256 0.3849 2.5205 0.196
```
Forces are in eV/Å.

gap between HOMO and LUMO	8.58	eV
LUMO	0.84	eV

=====

# 4
A molecular structure, C5H8, computed with wB97M-V/def2-TZVPD.

```
13
Properties=species:S:1:pos:R:3:forces:R:3:mulliken_charge:R:1
C -1.6068 -0.0742 -0.6344 0.1170 -0.5318 -0.1449 -1.077
C -0.7614 0.6311 0.4183 -0.4572 0.9551 0.2167 -0.328
C 0.3838 -0.1717 0.9433 0.3924 -0.0229 -0.2844 -0.486
C 1.5636 -0.1599 0.2763 -0.8179 -2.2755 -0.2740 0.101
C 2.4779 -0.1609 -0.6710 -0.9857 -0.0827 0.1872 -0.614
H -0.9653 -0.3532 -1.4807 -0.2400 0.0516 0.0759 0.304
H -2.0256 -0.9987 -0.2136 -0.0242 0.1918 -0.1879 0.321
H -2.4261 0.5612 -0.9959 0.2184 -0.1553 0.1134 0.306
H -0.3860 1.5655 -0.0297 -0.0346 -0.2038 0.2407 0.302
H -1.4177 0.9111 1.2540 0.1646 0.0510 -0.1051 0.275
H 0.2270 -0.8144 1.8078 0.1890 0.0327 -0.2815 0.378
H 1.6395 -1.5019 -0.0523 1.1451 2.5950 0.3127 0.304
H 3.2969 0.5660 -0.6219 0.3332 -0.6053 0.1314 0.212
```
Forces are in eV/Å.

gap between HOMO and LUMO	7.91	eV
LUMO	0.10	eV

=====

# 5
A single C5H8 molecule, computed with wB97M-V/def2-TZVPD.

```
13
Properties=species:S:1:pos:R:3:forces:R:3:mulliken_charge:R:1
C -1.9289 0.3459 1.5956 0.4027 -0.0414 -0.2404 0.168
C -0.9295 0.2978 0.9232 -0.4271 0.0437 0.2626 -0.815
C 0.2951 0.2218 0.1093 -0.0152 0.0150 0.0343 0.628
C 0.8526 -1.2069 0.1454 0.0504 -0.1240 0.0212 -1.429
C 0.0571 0.6905 -1.3443 -0.0446 0.0234 -0.0586 -1.258
H -2.8044 0.3845 2.2072 0.1740 0.0025 -0.1557 0.427
H 1.0318 0.8884 0.5778 -0.1514 -0.0754 -0.0680 0.186
H 1.1087 -1.5078 1.1646 -0.0331 0.0422 -0.1109 0.375
H 0.1053 -1.9106 -0.2382 0.1182 0.1166 0.0406 0.349
H 1.7500 -1.2864 -0.4762 -0.0938 0.0482 0.0652 0.363
H 0.9113 1.2674 -1.7135 -0.1028 -0.1490 0.0531 0.303
H -0.8357 1.3144 -1.4276 0.1517 -0.0180 0.0484 0.382
H -0.0778 -0.1720 -2.0059 -0.0291 0.1163 0.1082 0.319
```
Forces are in eV/Å.

gap between HOMO and LUMO	11.06	eV
LUMO	1.14	eV
structure (SMILES)	C#CC(C)C

=====

# 6
A single C5H8 molecule, computed with wB97M-V/def2-TZVPD.

```
13
Properties=species:S:1:pos:R:3:forces:R:3:mulliken_charge:R:1
C -0.5323 1.7642 1.1529 3.7568 -3.1606 -0.7138 -0.703
C 0.3012 0.6322 0.8640 -2.1344 3.1955 0.8162 -0.232
C 0.0999 -0.2157 -0.3017 0.0960 -0.6377 -3.6436 0.554
C 0.2148 0.2414 -1.6294 -0.4778 0.3027 2.7481 -0.829
C -0.0169 -1.7353 0.0290 -1.3541 0.4747 -1.1342 -1.010
H -1.3311 2.0401 0.4416 0.5186 -0.1480 0.7170 0.310
H -0.1567 2.4018 1.9765 -0.9027 -0.2933 -0.5321 0.253
H 1.1627 0.2546 1.4755 -1.0110 0.9164 -0.0468 0.269
H 0.0372 -0.3678 -2.5152 0.1521 -0.2993 0.4749 0.265
H 0.4289 1.3157 -1.8845 -0.2562 -1.1423 0.6927 0.282
H 0.7232 -1.9376 0.7866 0.6129 -0.4978 -0.1034 0.289
H -0.9804 -2.0464 0.5245 0.6606 0.7328 -0.5298 0.260
H 0.0495 -2.3472 -0.9198 0.3394 0.5570 1.2547 0.293
```
Forces are in eV/Å.

gap between HOMO and LUMO	9.80	eV
LUMO	0.93	eV
structure (SMILES)	C=CC(=C)C

=====

# 7
3 unconnected molecules or ions with the total composition C5H8, computed with wB97M-V/def2-TZVPD.

```
13
Properties=species:S:1:pos:R:3:forces:R:3:mulliken_charge:R:1
C 0.4966 1.1839 -0.0272 0.2065 0.3434 0.0555 -0.843
C -0.8206 1.3326 -0.8083 -0.0920 -0.0108 -0.0462 -0.295
C -0.6510 -0.0546 -0.5031 -0.0488 -0.4188 0.0252 0.301
C -0.5395 -1.2836 -0.2631 0.1855 0.3739 0.0648 -0.223
C 0.3733 -2.0812 0.3834 -0.0721 -0.0274 -0.0311 -0.544
H 1.2540 -0.0593 0.5999 -0.0928 -0.1387 -0.0279 -0.059
H 0.4753 1.6763 0.9427 0.0014 -0.1077 -0.1537 0.322
H 1.3733 1.4323 -0.6213 -0.1366 -0.0546 0.0984 0.321
H -0.7262 1.6251 -1.8543 0.0005 -0.0637 0.1661 0.211
H -1.6239 1.8598 -0.2932 0.1299 -0.1032 -0.0661 0.212
H 1.3182 -0.9636 0.7704 0.0020 0.0365 -0.0136 -0.010
H 0.1197 -2.4874 1.3631 0.0210 0.0618 -0.1485 0.303
H 1.0290 -2.7226 -0.2067 -0.1046 0.1093 0.0772 0.303
```
Forces are in eV/Å.

gap between HOMO and LUMO	9.90	eV
LUMO	1.09	eV

=====

# 8
A single C5H8 molecule, computed with wB97M-V/def2-TZVPD.

```
13
Properties=species:S:1:pos:R:3:forces:R:3:mulliken_charge:R:1
C 2.4712 -0.1109 -0.3548 0.1896 -0.0067 -0.1233 -0.964
C 1.3265 0.0860 0.5283 -0.4780 -0.1764 0.0996 0.153
C 0.1893 -0.0354 0.9078 0.5528 -0.1443 -0.4323 -0.115
C -1.1963 -0.4447 0.6591 -0.1461 -0.0787 0.1343 -0.275
C -1.9117 0.5875 -0.2140 -0.0924 0.0801 -0.0579 -0.991
H 3.3902 0.4148 -0.0982 -0.0868 -0.0078 0.0821 0.300
H 2.6682 -1.1862 -0.4221 0.1767 0.1722 0.0641 0.259
H 2.1411 0.2091 -1.3485 0.2640 0.0590 0.0375 0.243
H -1.0665 -1.3808 0.1028 -0.2850 0.0420 0.0644 0.229
H -1.7746 -0.6873 1.5504 0.0423 0.1037 0.0625 0.287
H -2.2981 1.4103 0.3929 0.0016 -0.0783 -0.1022 0.283
H -2.7333 0.1282 -0.7702 -0.0118 0.1018 0.1485 0.291
H -1.2059 1.0095 -0.9335 -0.1269 -0.0666 0.0227 0.301
```
Forces are in eV/Å.

gap between HOMO and LUMO	10.39	eV
LUMO	1.08	eV
structure (SMILES)	CC#CCC

=====

# 9
A single C5H8 molecule, computed with wB97M-V/def2-TZVPD.

```
13
Properties=species:S:1:pos:R:3:forces:R:3:mulliken_charge:R:1
C -0.3250 0.8363 0.4766 -0.1670 0.1276 -0.0286 -0.134
C -0.2542 1.0973 -0.9173 0.3520 -0.2642 -0.0244 -0.769
C 1.1957 -0.8453 -0.8176 0.0530 -0.2822 0.1794 -0.756
C 0.6653 -1.1849 0.3435 0.2209 0.1071 -0.2066 -0.191
C -0.6849 -0.5123 0.8598 -0.2768 0.1770 0.1078 -0.476
H -1.1824 1.7237 -0.3548 -0.0668 -0.0772 0.2646 0.251
H 0.2003 1.4938 1.1623 -0.0612 -0.0479 -0.1503 0.334
H -0.7817 0.4475 -1.6019 0.0299 0.1299 0.0537 0.338
H 0.4399 1.8354 -1.3032 -0.1339 -0.0680 0.0177 0.331
H 2.0242 -1.4551 -1.1934 -0.1026 0.1157 0.0649 0.227
H 1.0680 -1.8456 1.1113 -0.0416 -0.0131 -0.1563 0.332
H -1.5314 -0.9260 0.3043 0.1530 0.0416 0.0486 0.195
H -0.8338 -0.6652 1.9304 0.0411 0.0536 -0.1707 0.317
```
Forces are in eV/Å.

gap between HOMO and LUMO (spin up / spin down)	7.55 / 7.55	eV
LUMO (spin up / spin down)	0.50 / 0.50	eV

=====

# 10
A single C5H8 molecule, computed with wB97M-V/def2-TZVPD.

```
13
Properties=species:S:1:pos:R:3:forces:R:3:mulliken_charge:R:1
C -0.4182 0.3232 1.4076 -2.0925 -1.1974 0.3279 -0.726
C -1.0566 -0.3384 0.3526 -0.9112 -0.4242 2.3255 -0.270
C -0.2529 -1.1514 -0.6234 -0.2507 0.6541 0.2272 -0.392
C 0.3434 0.1336 -1.1117 2.3576 0.6987 -0.9407 -0.267
C 1.2002 0.8577 -0.2755 0.4890 -0.3285 -2.3928 -0.731
H 0.2922 -0.2252 2.0366 0.3824 0.6557 -0.6114 0.314
H -0.8556 1.2486 1.7917 -0.0192 -0.5563 0.2666 0.292
H -2.1275 -0.2155 0.1649 0.5039 0.5925 -0.3212 0.335
H 0.4715 -1.8150 -0.1286 -0.2263 -0.0072 -0.2962 0.228
H -0.9046 -1.6143 -1.3783 0.5340 -0.2004 0.3750 0.270
H 0.0370 0.5206 -2.0885 -0.4480 0.2335 0.6680 0.337
H 1.2584 1.9439 -0.3863 0.4062 -0.4251 -0.1797 0.293
H 2.0127 0.3324 0.2387 -0.7251 0.3047 0.5517 0.316
```
Forces are in eV/Å.

gap between HOMO and LUMO (spin up / spin down)	7.51 / 7.53	eV
LUMO (spin up / spin down)	0.28 / 0.29	eV
structure (SMILES)	C=CCC=C

=====

# 11
2 unconnected molecules or ions with the total composition C5H8Br2N3, computed with wB97M-V/def2-TZVPD.

```
18
Properties=species:S:1:pos:R:3:forces:R:3:mulliken_charge:R:1
C -0.7416 -2.0630 0.5370 1.0627 -2.4154 1.0760 -0.099
C 0.5608 -1.7807 0.8384 0.2417 3.6080 0.7181 -0.778
C -1.1387 -0.0389 -0.6583 0.9626 -0.5587 -0.2334 -0.055
C -1.5422 -1.2274 -0.1725 -3.2773 1.2203 -0.4003 -0.238
C 0.9749 -0.4154 0.3855 1.7005 -1.9107 -0.7307 0.957
N 0.1690 0.2792 -0.5096 0.8899 -1.8279 2.2506 0.520
N 2.3206 -0.0531 0.5238 -1.6626 -0.8829 0.8551 -0.476
N 0.8055 1.2563 -1.1521 1.1772 3.3531 -1.8521 -1.001
Br -3.4657 -1.5469 -0.1607 1.1474 0.0194 -0.2173 -0.118
Br -1.0843 3.7210 0.2060 0.6298 0.2859 -0.1752 -0.214
H -1.2001 -2.9987 0.8425 0.2260 0.0466 0.2498 0.398
H 1.1563 -2.2323 1.6828 -0.6780 0.0827 -1.5017 0.267
H -1.7111 0.6425 -1.2205 -0.6923 0.5860 -0.5341 0.596
H 2.6230 0.9355 0.4250 -0.4036 -1.1843 0.2346 0.276
H 2.7903 -0.7155 1.1948 -0.3237 1.6039 -1.0851 0.258
H 0.3053 2.0787 -1.5516 -0.1679 -1.3039 1.0072 0.201
H 1.4926 0.9426 -1.8286 -0.1078 -0.4853 0.1027 0.269
H -2.3146 3.2160 0.6180 -0.7246 -0.2369 0.2357 0.236
```
Forces are in eV/Å.

gap between HOMO and LUMO	8.78	eV
LUMO	-4.23	eV
charge	+1

=====

# 12
A single C5H8BrPS molecule, computed with wB97M-V/def2-TZVPD.

```
16
Properties=species:S:1:pos:R:3:forces:R:3:mulliken_charge:R:1
C 2.1042 -0.3737 -0.7593 0.8133 -0.8882 2.9884 -1.329
C 0.7387 -0.0903 -0.1907 1.1240 -0.7965 -1.2997 0.587
C 0.5054 -0.0412 1.1143 -1.2471 1.5213 -1.0679 -0.495
C -0.9368 0.4365 1.5527 3.5623 0.2148 -2.3211 -0.742
P -1.8068 0.4381 -0.0429 -1.3366 -0.0496 -0.0173 0.457
S -3.0100 1.9952 -0.1930 1.1068 -1.0449 -0.3718 -0.390
Br -2.9672 -1.5359 -0.0259 0.2497 0.4396 0.0881 -0.269
C -0.3619 -0.1221 -1.1882 -2.5002 2.8862 -0.1560 -0.594
H 2.0900 -1.3197 -1.2854 0.2126 -0.2613 -0.1116 0.309
H 2.8429 -0.4050 0.1254 -0.9667 -0.3908 -1.3063 0.294
H 2.5335 0.3585 -1.3747 0.0475 1.2500 -1.1831 0.361
H 1.4100 -0.1255 1.6778 -0.1050 0.0560 1.1964 0.306
H -1.1766 -0.1981 2.3176 -1.7113 -1.3464 1.8482 0.463
H -0.8799 1.4783 1.8290 -0.1168 0.2290 0.4648 0.334
H -0.3614 0.6083 -2.1047 0.3877 -1.4505 1.7272 0.332
H -0.7243 -1.1034 -1.4518 0.4797 -0.3688 -0.4784 0.376
```
Forces are in eV/Å.

gap between HOMO and LUMO	9.29	eV
LUMO	0.30	eV
structure (SMILES)	CC1=CC[P@](=S)(Br)C1

=====

The records above give, respectively, energy above the lowest of the compared OMol25 structures with the same formula, charge and spin values of 0.0, 28.1, 91.7, 121.1, 30.3, 36.6, 129.8, 39.2, 129.2, 99.5, 0.0, 22.6 kcal per mole.